No. 1
Below is a structure of composition C18H54BCaF4O9 at a distorted geometry, with properties calculated with ωB97M-V/def2-TZVPD.

The geometry in ORCA input format:
```
! wB97M-V def2-TZVPD RIJCOSX def2/J DEFGRID3
* xyz 1 1
Ca -2.03 2.19 3.44
B -0.96 0.19 -0.80
F -1.69 0.49 -1.96
F 0.17 -0.43 -1.11
F -0.68 1.32 -0.11
F -1.63 -0.63 -0.01
C 2.56 5.95 -1.89
C 2.81 6.09 -3.35
O 3.73 5.14 -3.77
H 1.53 6.31 -1.88
H 3.26 6.46 -1.23
H 2.52 4.94 -1.47
H 3.15 7.11 -3.53
H 1.99 5.96 -4.07
H 3.25 4.31 -3.89
C 1.50 -2.24 7.08
C 0.26 -1.42 6.58
O 0.43 -1.05 5.20
H 1.53 -2.44 8.15
H 2.38 -1.70 6.75
H 1.47 -3.22 6.61
H 0.17 -0.54 7.21
H -0.65 -1.99 6.72
H 0.69 -1.90 4.85
C -3.56 6.80 -4.37
C -3.37 5.27 -4.21
O -3.59 4.76 -2.93
H -4.55 7.15 -4.10
H -3.29 7.09 -5.38
H -2.82 7.41 -3.84
H -2.34 5.00 -4.46
H -4.12 4.74 -4.79
H -3.18 3.89 -2.87
C 6.65 1.21 1.81
C 5.71 0.25 1.08
O 4.42 0.67 1.33
H 7.64 0.90 1.48
H 6.75 1.08 2.89
H 6.38 2.25 1.65
H 5.68 -0.76 1.50
H 6.00 0.23 0.03
H 3.73 0.23 0.83
C 1.02 -1.71 -5.85
C 1.15 -0.24 -6.17
O 1.69 0.24 -4.94
H 2.02 -2.12 -5.75
H 0.46 -2.04 -6.72
H 0.47 -1.97 -4.94
H 0.23 0.33 -6.20
H 1.77 -0.19 -7.06
H 1.29 -0.29 -4.25
C -4.30 -7.03 3.01
C -4.73 -6.78 1.58
O -5.42 -5.62 1.67
H -5.13 -7.24 3.68
H -3.77 -6.16 3.41
H -3.63 -7.87 3.17
H -5.27 -7.64 1.16
H -3.81 -6.68 1.01
H -5.06 -4.94 1.08
C -7.00 -1.80 -2.74
C -6.20 -2.79 -3.56
O -4.95 -2.80 -2.91
H -8.04 -1.73 -3.05
H -6.43 -0.87 -2.78
H -6.82 -2.03 -1.69
H -6.18 -2.56 -4.63
H -6.80 -3.70 -3.50
H -4.56 -1.98 -3.21
C 3.25 3.62 6.51
C 2.18 4.47 5.87
O 1.72 3.68 4.73
H 3.94 4.16 7.16
H 3.96 3.33 5.74
H 2.86 2.76 7.06
H 2.57 5.41 5.49
H 1.44 4.68 6.65
H 2.56 3.43 4.34
C 1.61 -5.55 -0.90
C 2.19 -4.65 0.20
O 1.09 -4.11 0.92
H 0.77 -5.22 -1.50
H 1.25 -6.50 -0.51
H 2.48 -5.74 -1.52
H 2.71 -3.85 -0.33
H 2.95 -5.23 0.74
H 0.58 -3.55 0.33
*
```

Its HOMO energy is -0.3974 hartree. The calculation puts the energy relative to the best compared isomer or geometry (same formula, charge and spin) at 1404.6 kJ/mol.


No. 2
Below is a structure of composition C18H54BCaF4O9 at a distorted geometry, with properties calculated with ωB97M-V/def2-TZVPD.

The geometry in ORCA input format:
```
! wB97M-V def2-TZVPD RIJCOSX def2/J DEFGRID3
* xyz 2 2
Ca -1.53 -2.51 -1.19
B -0.11 -0.33 -0.08
F -0.07 0.40 1.05
F -1.29 -0.20 -0.70
F 0.92 0.11 -0.94
F 0.09 -1.64 0.23
C -3.24 2.93 3.65
C -2.08 2.79 2.67
O -2.15 1.43 2.17
H -3.46 3.97 3.89
H -3.05 2.41 4.59
H -4.13 2.49 3.21
H -1.12 3.13 3.07
H -2.31 3.45 1.84
H -1.30 1.24 1.76
C -4.78 -0.66 -3.19
C -4.70 -1.71 -2.14
O -3.59 -1.49 -1.31
H -4.79 0.35 -2.79
H -5.66 -0.81 -3.81
H -3.88 -0.69 -3.80
H -4.69 -2.70 -2.58
H -5.62 -1.63 -1.56
H -3.85 -0.82 -0.67
C 3.01 3.03 1.88
C 1.56 3.48 2.18
O 1.56 4.62 3.05
H 3.58 3.84 1.42
H 3.02 2.23 1.14
H 3.59 2.72 2.75
H 0.96 2.67 2.59
H 1.00 3.80 1.30
H 0.63 4.81 3.23
C 5.67 1.03 -1.03
C 4.39 0.24 -0.95
O 3.33 1.17 -1.19
H 6.53 0.39 -0.84
H 5.73 1.86 -0.33
H 5.83 1.41 -2.04
H 4.36 -0.28 0.01
H 4.40 -0.50 -1.75
H 2.51 0.80 -0.85
C -0.06 2.98 -1.70
C -0.52 4.40 -2.10
O -1.17 4.35 -3.33
H 0.51 3.06 -0.78
H 0.58 2.53 -2.45
H -0.84 2.28 -1.40
H 0.34 5.06 -2.21
H -1.15 4.77 -1.29
H -0.52 4.06 -3.97
C -0.91 0.54 -4.18
C -0.23 -0.84 -3.96
O -1.23 -1.68 -3.41
H -0.19 1.27 -4.55
H -1.35 0.88 -3.24
H -1.72 0.42 -4.90
H 0.59 -0.70 -3.26
H 0.10 -1.22 -4.92
H -1.86 -1.89 -4.11
C 1.96 -0.18 3.83
C 2.52 -1.23 2.84
O 3.65 -1.84 3.43
H 1.03 0.27 3.49
H 2.65 0.66 3.93
H 1.73 -0.72 4.75
H 2.75 -0.78 1.87
H 1.74 -1.99 2.83
H 3.40 -2.35 4.20
C -1.09 -3.03 3.01
C -2.08 -2.09 2.32
O -2.46 -2.73 1.10
H -0.24 -3.44 2.45
H -1.58 -3.90 3.44
H -0.68 -2.47 3.85
H -1.55 -1.16 2.15
H -2.91 -1.98 3.01
H -3.24 -3.24 1.32
C 0.93 -5.86 -1.48
C 1.10 -4.50 -0.83
O 0.45 -3.61 -1.75
H 1.29 -6.62 -0.78
H 1.46 -5.94 -2.43
H -0.13 -6.05 -1.61
H 2.15 -4.27 -0.65
H 0.52 -4.40 0.08
H 0.97 -3.63 -2.56
*
```

Its HOMO energy (alpha / beta) is -0.5237 / -0.5227 hartree.


No. 3
Below is a cluster of 9 separate species, C18H54BF4N14O10 in total at a distorted geometry, with properties calculated with ωB97M-V/def2-TZVPD.

The geometry in ORCA input format:
```
! wB97M-V def2-TZVPD RIJCOSX def2/J DEFGRID3
* xyz -1 1
B 0.77 0.16 1.37
F 1.37 -0.87 2.05
F 1.52 1.35 1.26
F 0.35 -0.35 0.10
F -0.41 0.62 1.96
C -6.41 -2.54 -4.66
O -5.23 -2.10 -4.02
C -5.51 -1.26 -2.89
C -4.17 -0.99 -2.21
N -3.77 -2.09 -1.31
C -2.42 -1.85 -0.81
C -2.12 -2.62 0.46
O -2.10 -4.01 0.13
C -1.81 -4.78 1.30
H -6.74 -1.68 -5.25
H -7.24 -2.80 -3.99
H -6.19 -3.36 -5.34
H -6.12 -1.81 -2.18
H -5.97 -0.33 -3.21
H -4.31 -0.08 -1.62
H -3.38 -0.81 -2.94
H -3.86 -2.94 -1.85
H -2.24 -0.80 -0.56
H -1.62 -2.03 -1.54
H -3.00 -2.47 1.11
H -1.21 -2.28 0.96
H -2.03 -5.81 1.03
H -2.46 -4.61 2.17
H -0.77 -4.63 1.57
C 4.60 2.64 -0.97
O 4.28 1.65 -1.93
C 2.97 1.13 -1.75
C 2.66 0.09 -2.88
N 1.24 -0.27 -2.78
C 1.01 -1.42 -3.64
C 1.39 -1.28 -5.10
O 0.57 -0.32 -5.72
C 0.47 -0.60 -7.11
H 4.34 2.38 0.05
H 4.06 3.57 -1.19
H 5.68 2.80 -1.05
H 2.32 2.00 -1.83
H 2.88 0.70 -0.75
H 3.36 -0.74 -2.87
H 2.79 0.66 -3.80
H 1.05 -0.59 -1.83
H -0.03 -1.72 -3.52
H 1.57 -2.31 -3.30
H 1.24 -2.31 -5.46
H 2.47 -1.21 -5.25
H -0.20 -1.45 -7.28
H 1.41 -0.82 -7.64
H 0.18 0.34 -7.59
C 1.64 4.51 0.06
O 2.29 4.58 1.09
N 1.84 5.41 -0.95
N 0.78 3.51 -0.25
H 2.62 6.03 -0.84
H 1.24 5.45 -1.75
H 0.28 3.58 -1.12
H 0.79 2.63 0.26
C 4.32 1.86 3.41
O 4.36 2.99 2.93
N 4.70 1.63 4.69
N 3.86 0.76 2.72
H 5.24 2.33 5.16
H 4.54 0.70 5.04
H 4.05 -0.08 3.24
H 3.21 0.92 1.97
C 3.24 -3.31 0.73
O 4.04 -4.09 0.21
N 2.60 -3.42 1.91
N 3.06 -2.08 0.18
H 2.76 -4.24 2.46
H 1.99 -2.66 2.18
H 2.31 -1.56 0.61
H 3.60 -1.73 -0.58
C -2.32 -0.39 5.14
O -1.56 0.27 5.85
N -2.27 -0.58 3.80
N -3.26 -1.15 5.74
H -1.53 -0.25 3.20
H -2.90 -1.22 3.36
H -3.86 -1.75 5.20
H -3.38 -1.06 6.73
C 0.35 3.24 6.04
O 0.96 4.29 5.87
N 0.28 2.26 5.10
N -0.10 2.88 7.27
H 0.68 2.21 4.19
H -0.16 1.45 5.52
H -0.64 2.04 7.36
H -0.09 3.53 8.03
C -2.16 2.30 -1.26
O -2.83 3.18 -1.79
N -1.48 1.30 -1.87
N -2.05 2.19 0.10
H -1.12 0.66 -1.19
H -1.44 1.21 -2.87
H -2.33 2.98 0.65
H -1.40 1.56 0.53
*
```

Its HOMO energy is -0.2443 hartree. The calculation puts the energy relative to the best compared isomer or geometry (same formula, charge and spin) at 0.0 kJ/mol.


No. 4
Below is a cluster of 14 separate species, C18H54BO21 in total at a distorted geometry, with properties calculated with ωB97M-V/def2-TZVPD.

The geometry in ORCA input format:
```
! wB97M-V def2-TZVPD RIJCOSX def2/J DEFGRID3
* xyz -1 1
O 25.26 19.68 16.95
C 24.48 19.18 17.75
O 24.64 17.97 18.24
B 23.36 17.62 18.98
O 22.45 18.77 18.79
C 22.98 19.63 17.94
O 22.40 20.55 17.38
O 23.73 17.16 20.38
C 23.33 15.89 20.59
O 23.47 15.20 21.66
C 22.57 15.44 19.35
O 22.68 16.40 18.40
O 21.95 14.32 19.32
C 21.83 20.84 22.07
O 22.11 21.60 20.84
H 20.98 21.27 22.59
H 21.66 19.81 21.76
H 22.72 20.84 22.71
H 21.70 21.14 20.11
C 24.59 23.21 16.79
O 24.36 24.18 15.88
H 25.53 23.52 17.25
H 23.82 23.19 17.57
H 24.80 22.27 16.29
H 25.15 24.23 15.34
C 25.68 16.39 14.90
C 25.24 16.38 13.46
O 23.97 16.90 13.42
H 25.06 15.64 15.39
H 25.53 17.32 15.46
H 26.72 16.07 14.92
H 25.43 15.35 13.13
H 25.91 16.84 12.73
H 24.12 17.84 13.47
C 20.34 14.76 15.96
C 21.42 15.60 15.19
O 20.90 16.06 13.92
H 19.78 14.13 15.27
H 19.45 15.36 16.15
H 20.60 14.27 16.91
H 22.25 14.90 15.09
H 21.52 16.48 15.84
H 21.68 16.24 13.40
C 22.23 21.26 13.76
C 23.48 20.38 14.02
O 23.94 19.75 12.88
H 22.03 21.93 14.60
H 21.34 20.71 13.46
H 22.27 22.14 13.12
H 23.27 19.65 14.80
H 24.29 20.85 14.58
H 24.39 20.39 12.33
C 23.88 12.35 17.09
C 24.78 12.76 15.78
O 25.44 11.53 15.45
H 22.97 11.79 16.94
H 23.54 13.35 17.38
H 24.48 11.85 17.86
H 25.51 13.54 16.00
H 24.17 12.98 14.91
H 25.14 11.12 14.64
C 26.98 15.47 18.83
C 27.10 14.58 20.05
O 27.07 13.27 19.70
H 26.81 16.52 19.05
H 26.17 15.10 18.20
H 27.85 15.39 18.18
H 26.41 14.88 20.84
H 28.02 14.87 20.56
H 27.45 12.75 20.41
C 25.52 14.07 25.70
C 25.12 14.36 24.29
O 26.10 15.35 23.94
H 24.95 13.37 26.31
H 25.74 14.91 26.35
H 26.52 13.65 25.63
H 24.08 14.68 24.38
H 25.23 13.46 23.69
H 26.87 14.78 23.86
O 27.58 19.15 15.21
H 26.84 19.29 15.80
H 27.37 19.65 14.43
O 21.59 13.98 23.09
H 21.79 13.06 22.92
H 22.30 14.46 22.65
O 19.85 18.74 19.53
H 20.76 18.47 19.44
H 19.62 19.11 18.68
O 19.89 21.93 16.82
H 20.76 21.63 16.55
H 19.49 21.16 17.23
O 26.04 19.19 22.08
H 25.58 18.64 21.46
H 25.54 20.01 22.10
*
```

Its HOMO energy is -0.2877 hartree.


No. 5
Below is a cluster of 9 separate species, C18H54ClNO11 in total at a distorted geometry, with properties calculated with ωB97M-V/def2-TZVPD.

The geometry in ORCA input format:
```
! wB97M-V def2-TZVPD RIJCOSX def2/J DEFGRID3
* xyz 0 1
N 2.50 -1.23 -2.70
H 1.96 -1.92 -2.20
H 3.33 -1.01 -2.16
H 1.91 -0.41 -2.73
H 2.71 -1.56 -3.63
Cl -0.63 -0.32 -0.56
O -0.93 1.04 -0.89
O -1.07 -0.78 0.74
O -1.12 -1.22 -1.62
O 0.74 -0.32 -0.52
O 1.29 -3.06 -1.47
H 0.34 -2.97 -1.54
H 1.42 -3.75 -0.83
C 2.34 -1.18 4.39
C 1.84 -0.47 3.13
C 2.89 0.44 2.51
O 1.69 -1.53 2.34
H 1.74 -1.97 4.85
H 2.35 -0.40 5.15
H 3.31 -1.66 4.33
H 0.84 -0.09 3.34
H 2.61 0.97 1.60
H 3.87 0.02 2.30
H 3.09 1.29 3.16
H 1.02 -1.36 1.67
C -2.71 2.14 3.08
C -2.95 1.17 4.27
C -3.93 1.63 5.34
O -3.31 -0.13 3.82
H -2.37 3.11 3.46
H -3.60 2.36 2.49
H -1.87 1.79 2.49
H -2.00 1.16 4.81
H -4.98 1.55 5.07
H -3.77 2.70 5.52
H -3.85 1.09 6.28
H -2.78 -0.20 3.03
C 4.23 -2.15 -0.22
C 5.16 -1.18 -0.99
C 5.76 -1.75 -2.27
O 4.49 -0.06 -1.38
H 4.16 -3.13 -0.70
H 3.26 -1.80 0.11
H 4.78 -2.51 0.65
H 5.89 -0.78 -0.28
H 6.17 -1.01 -2.96
H 5.04 -2.10 -3.01
H 6.53 -2.47 -2.00
H 4.64 0.61 -0.70
C -1.38 4.45 -1.64
C -2.79 4.21 -0.96
C -3.01 5.13 0.24
O -3.72 4.49 -1.92
H -1.23 3.79 -2.50
H -0.58 4.21 -0.94
H -1.17 5.51 -1.80
H -2.82 3.17 -0.63
H -2.21 4.85 0.92
H -4.02 5.03 0.63
H -2.89 6.20 0.14
H -4.59 4.59 -1.53
C -2.72 -3.63 2.78
C -2.36 -4.22 1.45
C -3.14 -3.68 0.28
O -1.03 -4.09 1.07
H -3.79 -3.55 3.00
H -2.41 -2.59 2.83
H -2.25 -4.07 3.67
H -2.49 -5.30 1.58
H -2.80 -4.06 -0.68
H -3.12 -2.59 0.32
H -4.20 -3.92 0.30
H -0.99 -3.13 0.96
C -1.21 1.11 -4.74
C 0.18 0.58 -5.13
C 0.85 1.30 -6.24
O 0.94 0.71 -3.94
H -1.94 1.00 -5.55
H -1.20 2.19 -4.60
H -1.52 0.73 -3.77
H 0.15 -0.50 -5.25
H 1.12 2.32 -5.96
H 0.25 1.32 -7.16
H 1.74 0.72 -6.49
H 0.35 1.12 -3.29
*
```

Its HOMO energy is -0.3547 hartree. The calculation puts the energy relative to the best compared isomer or geometry (same formula, charge and spin) at 34.0 kJ/mol.


DFT total energy, respectively: -2496.90363; -2496.91627; -2662.00905; -2323.23852; -2060.42669 hartree.